No. 1
Here is C2H5IS2 as an isolated structure in a non-equilibrium geometry from the OMol25 dataset. Energies are from ωB97M-V/def2-TZVPD.

Last column: Mulliken charge in e.
Cartesian coordinates (Å):
I1 2.576 -0.654 -0.393  -0.14
S1 -0.310 -1.729 0.155  0.18
S2 -2.229 -1.262 -0.363  -0.15
C1 0.481 -0.124 -0.288  -0.59
C2 0.323 0.948 0.733  -0.96
H1 -0.064 0.555 1.706  0.31
H2 -1.913 -0.798 -1.556  0.20
H3 1.308 1.442 1.003  0.36
H4 -0.429 1.660 0.352  0.25
H5 0.257 -0.040 -1.350  0.55

Force components x, y, z for each atom (eV/Å):
I 4.4 -1.3 -0.5
S 1.4 2.6 -0.1
S -1.8 -1.0 0.1
C -3.0 -2.1 0.8
C -0.7 0.8 0.7
H 0.2 0.1 -0.8
H 0.2 0.4 -0.5
H -1.0 -0.4 -0.6
H 0.5 0.2 0.5
H -0.2 0.8 0.3

The value obtained for the total energy is -31921.3564 eV. The value obtained for the frontier orbital gap (spin up / spin down) is 0.166 / 0.165 Eh. The highest occupied orbital energy (spin up / spin down) comes out at -4.647 / -8.373 eV. The molar mass is 220.10 u. Its spin multiplicity is 3.

=====

No. 2
Here is C2H5InNO4 as an isolated structure in a non-equilibrium geometry from the OMol25 dataset. Energies are from ωB97M-V/def2-TZVPD.

Last column: Mulliken charge in e.
Cartesian coordinates (Å):
In1 -1.208 -0.069 1.308  1.03
O1 0.049 3.126 3.349  -0.47
O2 0.688 -1.203 -0.493  -0.35
O3 0.990 2.329 5.107  -0.40
O4 0.130 1.029 3.621  -0.49
N1 0.409 2.181 4.056  1.12
C1 -0.710 -0.873 -2.510  -0.93
C2 0.644 -1.233 -1.835  0.03
H1 0.827 -2.261 -2.213  0.27
H2 1.444 -0.617 -2.250  0.33
H3 -0.559 -0.598 -3.554  0.34
H4 -1.416 -1.703 -2.595  0.32
H5 -1.289 -0.107 -1.990  0.21

Force components x, y, z for each atom (eV/Å):
In 1.0 0.2 0.2
O 0.2 -0.4 0.3
O -1.1 -0.4 -0.2
O -0.3 -0.6 -0.6
O -0.1 -1.1 -0.2
N -0.2 1.6 -0.3
C -1.6 -0.9 -0.5
C 0.9 1.7 0.4
H -0.2 -0.6 0.3
H 0.0 0.1 -0.1
H 0.5 0.3 0.2
H 0.3 -0.3 0.3
H 0.6 0.3 0.2

The value obtained for the total energy is -16990.8836 eV. The value obtained for the frontier orbital gap is 0.103 Eh. The highest occupied orbital energy comes out at -13.007 eV. The molar mass is 221.88 u. The total charge is +1.

=====

Summary of ΔE to the lowest compared entry with this formula, charge and spin in kcal/mol
44.9; 6.5
(order as listed above)